Arrangement a

14
Properties=species:S:1:pos:R:3 method="wB97M-V/def2-TZVPD" charge=0 smiles="C=C[C@@H](C=S)OC=O" lumo_ev=-0.59 orbital_gap_ev=8.4 e_homo_ha=-0.3314
C -2.670 0.244 0.666
C -1.491 -0.196 0.075
C -0.167 0.526 0.215
C 0.321 0.944 -2.170
C 1.008 -0.459 0.551
H -2.846 0.804 1.565
H -3.637 -0.182 0.303
H -1.454 -0.759 -0.940
H -0.258 1.293 1.061
H 0.396 1.850 -2.828
H 1.761 -0.667 -0.401
O 0.175 1.407 -0.898
O 0.511 -0.227 -2.548
S 1.159 -1.133 2.049



Arrangement b

14
Properties=species:S:1:pos:R:3 method="wB97M-V/def2-TZVPD" charge=0 lumo_ev=0.73 orbital_gap_ev=10.0 e_homo_ha=-0.3413
C 1.174 -0.289 -0.727
C -0.271 -0.689 -1.143
C 0.458 1.082 -0.679
C -0.629 0.991 0.382
C -1.229 -0.340 0.012
H 1.463 -0.807 1.089
H 1.808 -0.252 -1.624
H -0.490 -1.616 -1.733
H 0.894 2.041 -0.871
H -1.212 1.887 0.666
H -2.276 -0.425 -0.119
O 1.957 -0.850 0.295
O -0.304 0.581 -1.883
S -0.651 -0.200 1.764



Q: Which of them is the most stable? A: arrangement b.



Arrangement a

14
Properties=species:S:1:pos:R:3 method="wB97M-V/def2-TZVPD" charge=0 lumo_ev=-0.82 orbital_gap_ev=7.4 e_homo_ha=-0.3010
C 1.228 0.423 -0.468
C -0.488 -1.282 -0.134
C 2.432 -0.133 -0.825
C -0.935 -0.348 1.044
C -1.128 1.174 0.764
O 2.583 -0.906 -1.726
O -1.017 -0.827 -1.246
S 0.328 1.804 -0.357
H 3.314 0.054 -0.096
H -1.937 -0.751 1.311
H -0.215 -0.606 1.868
H -2.042 1.252 0.098
H -1.212 1.676 1.692
H -0.911 -1.530 -1.925



Arrangement b

14
Properties=species:S:1:pos:R:3 method="wB97M-V/def2-TZVPD" charge=0 smiles=C#C[C@]1(O)[C@@H](O)[C@@H]1S lumo_ev=0.50 orbital_gap_ev=9.8 e_homo_ha=-0.3410
C 0.567 -0.758 0.778
C 0.261 0.730 0.854
C -0.570 -0.046 -0.132
C -0.187 0.081 -1.515
C -0.096 0.019 -2.739
H 1.520 -1.474 -1.229
H -0.104 -1.309 1.506
H 1.095 1.344 0.628
H 0.080 1.145 2.516
H -2.066 0.470 0.900
H -0.103 0.209 -3.808
O -0.596 1.261 1.853
O -1.938 -0.175 0.205
S 2.136 -1.497 0.183



Q: Which of them is the most stable? A: arrangement b.



Arrangement a

16
Properties=species:S:1:pos:R:3 method="wB97M-V/def2-TZVPD" charge=0 smiles="CN/N=C(/C=S)CS" lumo_ev=-0.55 orbital_gap_ev=8.1 e_homo_ha=-0.3191
C 2.426 -0.951 -0.158
C -1.024 -0.183 0.007
C -1.146 1.142 0.691
C -2.212 -0.945 -0.398
H 2.395 -1.521 -1.090
H 2.545 -1.671 0.678
H 3.311 -0.316 -0.165
H 1.256 0.588 0.651
H -0.465 1.188 1.549
H -2.168 1.286 1.082
H 0.285 2.115 -0.973
H -1.940 -1.853 -0.923
N 1.249 -0.130 -0.071
N 0.090 -0.750 -0.321
S -0.843 2.554 -0.422
S -3.760 -0.553 -0.136



Arrangement b

16
Properties=species:S:1:pos:R:3 method="wB97M-V/def2-TZVPD" charge=0 lumo_ev=0.55 orbital_gap_ev=8.3 e_homo_ha=-0.2841
C 1.496 1.820 0.770
C 1.523 -0.755 -0.038
C 0.188 -0.997 0.362
C -0.963 -0.204 -0.109
H 0.366 1.902 0.830
H 1.846 1.512 1.716
H 2.313 2.719 0.641
H 3.500 -1.286 -0.159
H 2.351 -2.488 0.644
H 0.081 -2.179 0.548
H -0.844 0.590 -0.842
H -4.313 -0.210 0.714
N 2.567 -1.692 -0.027
N -2.069 -0.526 0.476
S 2.055 0.773 -0.558
S -3.446 0.213 -0.264



Q: Which of them is the most stable? A: arrangement a.



Arrangement a

12
Properties=species:S:1:pos:R:3 method="wB97M-V/def2-TZVPD" charge=0 lumo_ev=-0.92 orbital_gap_ev=8.0 e_homo_ha=-0.3275
C -1.573 0.342 0.755
C -0.171 0.469 0.251
C 2.292 -0.347 -0.532
C 3.376 -0.681 0.187
H -2.046 1.296 0.413
H -2.148 0.149 1.999
H 2.202 -0.113 -1.749
H 4.449 -0.770 -0.293
H 3.330 -1.169 1.311
S 0.097 2.065 -0.161
S 0.782 -0.934 0.173
Cl -2.552 -0.952 -0.344



Arrangement b

12
Properties=species:S:1:pos:R:3 method="wB97M-V/def2-TZVPD" charge=0 lumo_ev=-0.29 orbital_gap_ev=8.1 e_homo_ha=-0.3096
C 0.441 -0.555 -1.284
C 0.664 0.607 -0.241
C -1.749 -0.163 0.012
C 0.771 0.277 1.197
S -1.287 -1.312 -1.086
S 0.652 2.131 -0.673
Cl -3.345 -0.088 0.477
H 0.469 -0.230 -2.347
H 1.229 -1.287 -0.860
H 1.630 0.645 1.723
H -0.142 0.747 1.684
H 0.667 -0.773 1.397



Q: Which of them is the most stable? A: arrangement b.



Arrangement a

8
Properties=species:S:1:pos:R:3 method="wB97M-V/def2-TZVPD" charge=0 smiles=N#COP(O)O lumo_ev=0.15 orbital_gap_ev=10.7 e_homo_ha=-0.3872
C 1.687 0.299 -0.034
N 2.093 0.595 -1.082
O -1.574 0.208 1.193
O -0.673 -0.486 -0.966
O 1.196 -0.223 1.002
P -0.659 -0.909 0.537
H -2.240 0.782 0.700
H 0.169 -0.266 -1.350



Arrangement b

8
Properties=species:S:1:pos:R:3 method="wB97M-V/def2-TZVPD" charge=0 smiles=N#COP(O)O lumo_ev=-0.17 orbital_gap_ev=9.8 e_homo_ha=-0.3652
C -1.785 -0.124 0.139
N -2.151 -1.187 0.414
O 1.291 0.329 0.743
O 0.768 -0.691 -1.275
O -1.347 0.996 -0.152
P 0.640 0.776 -0.743
H 1.349 1.069 1.425
H 1.235 -1.169 -0.552



Arrangement c

8
Properties=species:S:1:pos:R:3 method="wB97M-V/def2-TZVPD" charge=0 smiles="N=C=O.O=PO" lumo_ev=0.25 orbital_gap_ev=10.6 e_homo_ha=-0.3790
C -1.694 -0.922 -0.334
N -2.682 -1.249 -0.924
O 2.422 0.451 1.120
O 1.975 2.852 0.401
O -0.670 -0.552 0.070
P 2.028 1.504 -0.093
H 2.177 -0.495 0.686
H -3.557 -1.589 -0.926



Q: Which of them is the most stable? A: arrangement c.



Arrangement a

43
Properties=species:S:1:pos:R:3 method="wB97M-V/def2-TZVPD" charge=0 smiles="CC[C@H](C)[C@H](N)C(=O)N[C@@H](Cc1ccc(O)cc1)C(=O)O" lumo_ev=0.40 orbital_gap_ev=9.0 e_homo_ha=-0.3173
C 1.568 1.705 0.213
C 0.067 1.451 0.180
C 2.081 1.364 1.637
C 3.551 1.405 1.612
C 1.554 2.293 2.738
C 1.673 1.632 4.069
C -1.586 -0.335 0.649
C -1.479 -0.196 2.154
C -1.826 -1.776 0.131
C -1.395 -1.896 -1.268
C -1.648 -1.021 -2.312
C -0.561 -3.010 -1.620
C -1.216 -1.159 -3.589
C -0.157 -3.289 -2.943
C -0.406 -2.295 -3.918
H 1.176 3.769 -0.085
H 1.774 3.037 -1.352
H 2.149 1.063 -0.454
H 1.808 0.398 1.823
H 4.058 2.401 1.393
H 3.919 0.644 0.869
H 3.956 1.180 2.604
H 0.493 2.463 2.587
H 2.084 3.267 2.744
H 0.934 0.750 4.149
H 1.270 2.323 4.822
H 2.682 1.332 4.316
H 0.333 -0.613 -0.309
H -2.419 0.300 0.324
H -2.868 -2.097 0.223
H -1.217 -2.412 0.791
H -2.204 -0.156 -1.981
H -0.347 -3.707 -0.817
H -1.323 -0.438 -4.360
H 0.615 -4.016 -3.141
H 0.497 -3.171 -5.358
H -1.397 1.828 1.861
N 1.845 3.070 -0.333
N -0.292 0.113 0.091
O -0.754 2.381 0.246
O -1.428 -1.139 2.898
O 0.097 -2.320 -5.121
O -1.435 1.121 2.558



Arrangement b

43
Properties=species:S:1:pos:R:3 method="wB97M-V/def2-TZVPD" charge=0 smiles="O=C([C@H](CO)NC(=O)[C@H]1C[C@@]2(C1)C[C@]21CC1)N1CCCO1" lumo_ev=0.74 orbital_gap_ev=7.2 e_homo_ha=-0.2363
O -0.501 -0.262 2.006
C 0.272 -0.024 1.094
N -0.138 0.137 -0.189
C -1.530 0.043 -0.571
C -2.247 1.323 -0.199
O -3.577 1.232 -0.691
C -1.532 -0.205 -2.074
O -0.680 0.292 -2.792
N -2.388 -1.129 -2.571
C -2.023 -2.203 -3.477
C -3.390 -2.811 -3.745
C -4.016 -2.722 -2.358
O -3.389 -1.610 -1.694
C 1.762 0.055 1.305
C 2.237 0.595 2.668
C 3.310 -0.501 2.618
C 2.448 -1.299 1.652
C 4.714 -0.300 2.597
C 4.147 -1.149 3.754
C 4.816 -0.827 5.114
C 3.428 -1.172 5.114
H 0.511 0.325 -0.937
H -1.995 -0.795 -0.051
H -2.220 1.429 0.888
H -1.710 2.167 -0.650
H -4.066 2.001 -0.383
H -1.528 -1.797 -4.351
H -1.362 -2.915 -2.969
H -3.932 -2.195 -4.461
H -3.353 -3.828 -4.129
H -5.091 -2.549 -2.381
H -3.815 -3.620 -1.769
H 2.269 0.549 0.478
H 2.557 1.635 2.739
H 1.492 0.379 3.432
H 1.769 -1.954 2.194
H 2.953 -1.857 0.863
H 5.348 -0.829 1.890
H 5.057 0.716 2.811
H 5.565 -1.545 5.424
H 5.080 0.208 5.340
H 2.719 -0.373 5.335
H 3.092 -2.152 5.432



Q: Which of them is the most stable? A: arrangement a.



Arrangement a

14
Properties=species:S:1:pos:R:3 method="wB97M-V/def2-TZVPD" charge=0 lumo_ev="-0.47 / -0.70" orbital_gap_ev="7.8 / 7.5" e_homo_ha="-0.3047 / -0.3024"
C 0.309 1.110 0.791
C 0.529 -2.608 -0.122
C -0.948 1.848 0.193
N -0.370 -1.557 0.037
S -1.376 1.060 -1.358
I 0.426 1.428 -2.885
H 0.072 -0.084 0.676
H 1.155 1.376 0.190
H 0.356 1.401 1.845
H 1.440 -2.435 -0.739
H 0.046 -3.526 -0.435
H 0.890 -2.706 0.864
H -0.659 2.899 0.097
H -1.870 1.794 0.847



Arrangement b

14
Properties=species:S:1:pos:R:3 method="wB97M-V/def2-TZVPD" charge=0 lumo_ev="-0.38 / -1.08" orbital_gap_ev="7.9 / 7.2" e_homo_ha="-0.3031 / -0.3034"
C -0.679 1.334 -1.136
C 0.784 -2.238 0.793
C 0.485 1.270 -0.209
N 1.383 -2.143 -0.476
S 1.923 -0.814 -1.044
I 3.805 0.328 0.073
H -0.485 1.073 -2.171
H -1.471 0.415 -0.939
H -1.037 2.354 -1.118
H -0.045 -2.918 0.711
H 0.525 -1.258 1.096
H 1.458 -2.778 1.556
H 0.246 0.999 0.882
H 1.349 1.939 -0.379



Q: Which of them is the most stable? A: arrangement b.



Arrangement a

13
Properties=species:S:1:pos:R:3 method="wB97M-V/def2-TZVPD" charge=0 lumo_ev=0.42 orbital_gap_ev=9.0 e_homo_ha=-0.3146
C 0.657 0.166 1.524
C -0.209 -1.342 -0.211
H 0.507 2.301 0.621
H 0.903 -0.734 2.094
H -0.635 0.687 -1.311
H 0.094 -2.172 0.399
H -1.271 -1.193 -3.033
N 1.017 1.251 2.122
N -0.032 -0.057 0.341
N -0.653 -1.756 -1.343
O 0.813 2.463 1.539
O -0.203 1.057 -0.495
O -0.989 -0.672 -2.247



Arrangement b

13
Properties=species:S:1:pos:R:3 method="wB97M-V/def2-TZVPD" charge=0 lumo_ev=0.16 orbital_gap_ev=9.4 e_homo_ha=-0.3384
C -0.577 -0.869 0.724
C 0.079 1.500 0.295
H -0.161 -3.292 -0.022
H 0.584 -0.596 -1.039
H -0.444 0.676 2.173
H 0.604 2.495 1.228
H 0.855 2.651 -2.429
N 0.093 -1.233 -0.344
N -0.435 0.500 1.105
N 0.369 1.485 -0.966
O 0.632 -2.433 -0.508
O -1.040 -1.741 1.521
O 0.579 2.801 -1.587



Q: Which of them is the most stable? A: arrangement a.